Here is a structure of composition C38H27Cl7F3I2N6O4Rb from the Open Molecules 2025 dataset. Energies are from ωB97M-V/def2-TZVPD.

The geometry in XYZ format:
```
88
Properties=species:S:1:pos:R:3:forces:R:3
Rb -0.1116 -0.4038 -1.6424 0.0 -0.1 0.8
I 1.0785 -4.1682 -2.4061 0.0 0.0 0.1
C 2.0949 -3.2635 -4.0281 0.0 0.1 0.0
I 3.7475 -2.0672 -3.4460 0.0 0.0 0.0
H 1.3734 -2.5932 -4.4845 0.0 0.0 0.0
H 2.4537 -4.0444 -4.6842 0.0 0.0 0.0
O -3.9980 1.4462 5.4570 0.0 0.0 0.0
C -2.6962 1.3150 5.8411 0.0 0.0 0.0
O -2.3190 1.9600 6.7894 0.0 0.0 0.1
C -1.8546 0.3986 5.0585 0.0 0.0 0.0
C -0.4822 0.3562 5.3361 0.0 0.0 0.0
C 0.3849 -0.4476 4.6366 -0.1 0.0 0.0
C -0.0813 -1.2878 3.5836 -0.2 0.3 0.2
C -1.4739 -1.2396 3.3048 -0.2 0.0 -0.1
C -2.3151 -0.4287 4.0232 0.0 0.1 0.0
N 0.7212 -2.0957 2.8812 0.4 -0.2 -0.4
C 2.0810 -2.3134 3.2673 0.0 0.0 0.0
C 3.1631 -2.7424 2.5300 0.0 0.0 -0.1
C 4.4366 -2.8576 3.2269 0.0 0.0 0.0
C 5.5559 -3.2585 2.5757 0.0 -0.1 0.0
C 5.4964 -3.5975 1.1975 0.0 0.0 0.0
C 4.2513 -3.4949 0.6027 0.0 0.1 0.0
N 3.1311 -3.0736 1.1837 -0.2 0.1 0.1
H -4.1450 0.9460 4.6475 0.0 0.0 0.0
H -0.1051 0.9993 6.1217 0.0 0.0 0.0
H 1.4358 -0.4009 4.8706 0.1 0.0 0.0
H -1.8914 -1.8171 2.4885 0.0 0.2 0.2
H -3.3634 -0.4527 3.7363 0.0 0.0 0.0
H 2.2738 -2.1263 4.3108 -0.1 0.0 0.1
H 4.4728 -2.6080 4.2823 0.0 0.0 0.0
H 6.4943 -3.3326 3.1183 0.0 0.0 0.0
H 6.3538 -3.9629 0.6491 0.0 0.0 0.0
H 4.1468 -3.7568 -0.4479 0.0 0.0 -0.1
Cl -2.8974 -2.2231 -0.3992 0.0 -0.1 0.1
C -3.8312 -1.2063 -1.5174 0.0 0.1 -0.1
C -3.1404 -0.2753 -2.2621 -0.2 0.0 0.1
C -3.9378 0.4909 -3.0861 0.0 0.0 0.0
Cl -3.1543 1.7404 -4.0672 0.0 0.0 0.0
C -5.3205 0.3621 -3.1929 0.0 0.0 0.0
Cl -6.2596 1.3719 -4.2489 0.0 0.0 0.0
C -5.9625 -0.6059 -2.4216 0.0 0.0 0.0
Cl -7.6789 -0.8105 -2.5223 0.0 0.0 0.0
C -5.2079 -1.4055 -1.5657 0.0 -0.1 0.0
Cl -5.9994 -2.6085 -0.5935 0.0 0.0 0.0
Cl -1.0298 2.2403 -8.9100 0.0 0.0 0.0
C -0.6304 1.3153 -7.4743 0.0 0.0 0.0
C -0.8829 -0.0637 -7.4597 0.0 0.0 0.0
C -0.5768 -0.7968 -6.3502 0.0 0.0 0.0
Cl -0.8928 -2.5101 -6.3469 0.0 0.0 0.0
C -0.0015 -0.2319 -5.1485 0.0 0.0 0.0
O 0.2507 -0.9331 -4.1409 0.0 -0.1 -0.6
C 0.2490 1.1824 -5.2365 0.0 0.0 0.1
C 0.8437 1.9209 -4.1380 0.1 0.0 0.0
O 1.2357 1.4866 -3.0698 0.0 0.3 -0.1
C -0.0748 1.9205 -6.3830 0.0 0.0 0.0
H -1.3232 -0.5443 -8.3230 0.0 0.0 0.0
H 0.9415 3.0103 -4.3413 0.0 0.0 0.0
H 0.1197 2.9877 -6.3929 0.0 0.0 0.0
F -1.9725 5.9568 2.5489 -0.1 0.0 0.0
C -2.9638 5.1136 2.1889 0.0 0.0 0.0
F -3.6921 5.7428 1.2468 0.0 0.0 0.1
F -3.7573 4.9667 3.2688 0.1 0.0 -0.1
C -2.4226 3.7953 1.7117 0.0 0.0 0.0
C -2.8520 3.2314 0.5253 0.0 0.0 0.0
C -2.3272 1.9965 0.1613 0.0 0.0 0.0
N -1.4371 1.3363 0.8992 0.1 0.1 -0.1
C -1.0258 1.8997 2.0353 0.0 0.0 0.0
C -1.4884 3.1258 2.4866 0.0 0.0 0.1
H -3.5714 3.7287 -0.1098 0.0 0.0 0.0
H -2.6364 1.5136 -0.7616 0.0 0.0 0.0
H -0.2943 1.3455 2.6114 0.0 0.0 0.0
H -1.1335 3.5356 3.4237 0.0 0.0 0.0
N 5.6897 -0.0688 0.4892 -0.1 0.0 -0.1
C 4.5535 0.7048 0.4906 0.1 0.0 0.1
C 3.2969 0.0957 0.3079 -0.2 -0.2 0.1
N 2.1855 0.7898 0.3366 -0.3 0.1 -0.2
C 2.2856 2.1176 0.4991 0.2 0.0 0.0
C 3.5188 2.7117 0.6410 0.0 0.0 0.0
N 4.6649 2.0158 0.6499 0.0 0.0 0.0
H 5.5651 -1.0450 0.7343 0.1 0.0 0.0
H 6.5012 0.3821 0.8753 0.0 0.0 0.1
H 3.2143 -0.9810 0.1981 0.0 0.0 0.0
H 1.3680 2.6928 0.5107 0.0 0.0 0.0
H 3.6061 3.7854 0.7673 0.0 0.0 0.0
C 0.1123 -2.8341 1.7828 0.2 -0.1 0.0
H 0.8541 -3.4864 1.3494 0.2 -0.1 -0.1
H -0.2456 -2.1503 1.0019 0.0 -0.1 0.2
H -0.7442 -3.4191 2.1399 0.1 0.0 -0.1
```
Forces are in eV/Å.

net charge	-2
LUMO level	3.538	eV
ΔE to the lowest compared entry with this formula, charge and spin	0.0	kJ/mol
E_HOMO	-1.3	eV
orbital gap	4.8343	eV
electronic energy	-169644.771	eV